# 1
A 2-piece molecular cluster, C3H3NO overall in a non-equilibrium geometry. Source: the Open Molecules 2025 dataset; level of theory: ωB97M-V with the def2-TZVPD basis set.

Geometry as XYZ:
```
8
Properties=species:S:1:pos:R:3:forces:R:3
C -0.30146 -0.85701 -0.10614 -1.459 -0.929 -0.261
C -1.30420 -0.02693 0.08866 -0.681 -0.810 1.324
O -2.08532 0.72267 0.51903 0.525 -0.134 -0.937
H 0.09723 -1.16641 -1.05658 -0.165 0.138 -0.050
H -0.02913 -1.40518 0.78681 0.047 0.008 -0.020
C 1.13289 0.82504 -0.08218 1.765 1.422 0.231
N 2.10194 0.54194 0.48574 -0.578 0.176 -0.376
H 0.38807 1.36586 -0.63534 0.545 0.129 0.090
```
Forces are in eV/Å.

Output
gap between HOMO and LUMO = 9.405 eV
M = 69.06 g mol⁻¹
F_max = 0.0443 hartree/bohr
multiplicity = 1
highest occupied orbital energy = -9.128 eV
LUMO energy = 0.0102 Ha
energy = -246.008416 Eh
structure (SMILES) = C=C=O.C#N

Löwdin atomic charges, in units of e: C -0.061; C -0.279; O 0.186; H 0.088; H 0.105; C -0.188; N 0.074; H 0.075

# 2
A 2-piece molecular cluster, C3H3NO2 overall in a non-equilibrium geometry. Source: the Open Molecules 2025 dataset; level of theory: ωB97M-V with the def2-TZVPD basis set.

Geometry as XYZ:
```
9
Properties=species:S:1:pos:R:3:forces:R:3
C 0.02812 0.24230 -0.84351 0.395 1.367 0.021
C 0.12117 1.15416 0.00497 -0.384 -0.560 0.329
C -0.24447 -2.82821 -0.88801 0.282 -0.397 -0.902
N 0.15641 1.89084 1.12247 0.893 -0.521 -1.039
O -0.94461 2.26487 1.65721 0.030 0.403 0.486
O 1.35114 2.26168 1.50840 -0.722 0.202 0.439
H 0.11500 0.34293 -1.91045 -0.199 -0.723 -0.138
H -1.22758 -2.55574 -0.44454 0.666 0.037 0.575
H 0.64482 -2.77283 -0.20653 -0.961 0.192 0.230
```
Forces are in eV/Å.

Output
gap between HOMO and LUMO (alpha / beta) = 5.403 / 5.171 eV
charge = -2
M = 85.06 g mol⁻¹
F_max = 0.0285 hartree/bohr
multiplicity = 1
highest occupied orbital energy (alpha / beta) = 1.655 / 1.871 eV
LUMO energy (alpha / beta) = 0.2594 / 0.2588 Ha
energy = -320.944172 Eh

Atom charges from the Löwdin analysis, given in e for atoms 1 to 8: C -0.003; C -0.168; C -0.347; N -0.509; O -0.183; O -0.211; H -0.020; H -0.283

# 3
A 2-piece molecular cluster, C3H3NO2 overall in a non-equilibrium geometry. Source: the Open Molecules 2025 dataset; level of theory: ωB97M-V with the def2-TZVPD basis set.

Geometry as XYZ:
```
9
Properties=species:S:1:pos:R:3:forces:R:3
O -1.78494 1.21249 1.58956 -0.144 -0.063 -0.251
C -0.83198 1.13235 0.90292 0.272 0.686 0.452
N 0.15305 0.89349 0.30056 0.326 0.810 0.996
O 1.24800 1.14072 -0.42569 -0.378 -0.837 -1.455
H 1.79791 1.82638 -0.07843 0.155 0.992 1.113
C -0.09530 -1.94587 -0.09406 -0.345 -0.303 -0.806
C -0.06533 -1.09402 -0.92283 -0.032 -1.408 0.379
H -0.37835 -2.85836 0.29149 -0.003 -1.270 1.150
H -0.04307 -0.30719 -1.56352 0.148 1.393 -1.578
```
Forces are in eV/Å.

Output
gap between HOMO and LUMO = 9.976 eV
M = 85.06 g mol⁻¹
F_max = 0.0410 hartree/bohr
multiplicity = 1
highest occupied orbital energy = -9.683 eV
LUMO energy = 0.0108 Ha
energy = -321.142049 Eh
structure (SMILES) = O=C=NO.C#C

Atom charges from the Löwdin analysis, given in e for atoms 1 to 8: O 0.129; C -0.315; N -0.020; O 0.036; H 0.114; C 0.040; C -0.005; H 0.005

# 4
One molecule with the formula C3H3NO2 in a non-equilibrium geometry. Source: the Open Molecules 2025 dataset; level of theory: ωB97M-V with the def2-TZVPD basis set.

Geometry as XYZ:
```
9
Properties=species:S:1:pos:R:3:forces:R:3
N -1.19532 1.00218 2.21829 0.423 -0.422 -0.960
C -0.73498 0.44665 1.31544 -0.395 0.465 0.805
C -0.06746 -0.34521 0.26452 0.101 0.054 0.113
O -0.96935 -1.12127 -0.45019 0.047 -0.082 -0.090
C 0.78065 0.50811 -0.68291 0.074 -0.125 -0.430
O 0.78832 0.24589 -1.85983 -0.059 0.223 0.596
H 0.66475 -0.96175 0.81704 -0.019 -0.051 -0.110
H -0.67598 -1.07565 -1.37839 -0.095 -0.004 0.091
H 1.40936 1.30105 -0.24397 -0.076 -0.057 -0.015
```
Forces are in eV/Å.

Output
gap between HOMO and LUMO = 11.297 eV
M = 85.06 g mol⁻¹
F_max = 0.0220 hartree/bohr
multiplicity = 1
highest occupied orbital energy = -11.202 eV
LUMO energy = 0.0035 Ha
energy = -321.313095 Eh
structure (SMILES) = N#C[C@@H](O)C=O

Atom charges from the Löwdin analysis, given in e for atoms 1 to 8: N 0.169; C -0.146; C -0.358; O 0.009; C -0.164; O 0.085; H 0.165; H 0.098

# 5
One molecule with the formula C3H3NO2 in a non-equilibrium geometry. Source: the Open Molecules 2025 dataset; level of theory: ωB97M-V with the def2-TZVPD basis set.

Geometry as XYZ:
```
9
Properties=species:S:1:pos:R:3:forces:R:3
N -1.41804 1.46733 -1.67767 0.372 -0.765 0.467
C -0.93924 0.80354 -0.86241 -0.537 0.647 -0.867
C -0.26832 0.24452 0.33170 0.019 0.136 -0.160
O -0.98569 -0.74265 0.98819 -0.015 0.033 0.018
C 1.10969 -0.30496 -0.08101 0.069 -0.360 -0.012
O 1.38148 -1.46070 0.13248 -0.206 0.710 -0.039
H -0.19955 1.19416 0.90207 0.443 -0.701 0.462
H -0.47749 -1.57098 0.88021 -0.106 0.254 0.055
H 1.79716 0.36975 -0.61358 -0.038 0.046 0.076
```
Forces are in eV/Å.

Output
gap between HOMO and LUMO = 11.460 eV
M = 85.06 g mol⁻¹
F_max = 0.0235 hartree/bohr
multiplicity = 1
highest occupied orbital energy = -11.413 eV
LUMO energy = 0.0017 Ha
energy = -321.309763 Eh
structure (SMILES) = N#C[C@@H](O)C=O

Atom charges from the Löwdin analysis, given in e for atoms 1 to 8: N 0.167; C -0.158; C -0.351; O 0.008; C -0.161; O 0.087; H 0.168; H 0.100

# 6
A 2-piece molecular cluster, C3H3NO2 overall in a non-equilibrium geometry. Source: the Open Molecules 2025 dataset; level of theory: ωB97M-V with the def2-TZVPD basis set.

Geometry as XYZ:
```
9
Properties=species:S:1:pos:R:3:forces:R:3
O 0.15411 -1.11961 1.50373 -0.222 0.287 -0.037
C -0.72464 -0.43745 0.82779 0.178 -0.282 0.033
C -0.87390 -0.92931 -0.55427 0.048 0.248 -0.373
O -0.46057 -0.41071 -1.57312 -0.157 -0.279 0.455
C 1.10525 1.81965 -0.70260 0.165 -0.221 0.986
N 1.26317 1.53622 0.40451 -0.082 0.383 -1.074
H 0.17655 -0.77210 2.41096 0.033 -0.083 -0.124
H -1.60260 -1.77592 -0.58780 0.055 0.050 -0.013
H 0.96263 2.08921 -1.72920 -0.017 -0.103 0.147
```
Forces are in eV/Å.

Output
gap between HOMO and LUMO = 9.217 eV
M = 85.06 g mol⁻¹
F_max = 0.0222 hartree/bohr
multiplicity = 1
highest occupied orbital energy = -8.967 eV
LUMO energy = 0.0092 Ha
energy = -321.209522 Eh

Atom charges from the Löwdin analysis, given in e for atoms 1 to 8: O 0.035; C -0.054; C -0.300; O -0.004; C -0.059; N 0.076; H 0.120; H 0.122

Calculated energy relative to the best compared isomer or geometry (same formula, charge and spin) in order - 2.262; 3.612; 6.411; 1.756; 1.847; 4.575 eV